# 1
Entry from OMol25: 3 unconnected molecules or ions with the total composition C17H37NO3 (ωB97M-V/def2-TZVPD).

* SMILES string: CCCCC[C@@H]1CCC(=O)N1.CCOCC.CCOCC
* LUMO: 0.8 eV
* HOMO-LUMO gap: 10.5 eV

Geometry as ORCA input:
```
! RIJCOSX wB97M-V def2-TZVPD def2/J DEFGRID3
* xyz 0 1
C -0.41251 -0.44023 1.51553
C -1.93416 -0.63578 1.55362
C -2.70975 0.03939 0.41157
C -3.10519 -0.92070 -0.71110
C -1.94531 -1.64852 -1.39307
C -0.86697 -0.73088 -1.90942
C -1.19417 0.24862 -3.03807
C 0.20175 0.85539 -3.22018
C 1.12369 -0.33115 -2.94772
O 2.30160 -0.36826 -3.14148
N 0.35306 -1.42148 -2.39978
H 0.01494 -0.48981 2.51680
H -0.14475 0.52658 1.08416
H 0.07016 -1.22589 0.93111
H -2.30032 -0.25003 2.50750
H -2.14097 -1.70886 1.55932
H -2.13232 0.87603 0.00533
H -3.62978 0.47992 0.80222
H -3.77425 -1.67945 -0.29601
H -3.68039 -0.37632 -1.46654
H -2.35715 -2.21337 -2.23855
H -1.50566 -2.38355 -0.71386
H -0.48448 -0.10436 -1.09559
H -1.99944 0.95010 -2.83397
H -1.42057 -0.33434 -3.93863
H 0.39538 1.31117 -4.18944
H 0.37348 1.63802 -2.47416
H 0.11296 -2.00274 -3.20555
C 3.03721 3.67700 -2.97346
C 2.10126 4.86805 -3.07825
O 1.37655 5.13685 -1.88908
C 2.15883 5.44337 -0.74771
C 3.02418 6.68188 -0.90501
H 2.49348 2.80269 -2.61415
H 3.46035 3.44555 -3.95129
H 3.86734 3.86115 -2.29036
H 1.33393 4.67131 -3.82810
H 2.64835 5.75835 -3.40945
H 2.77516 4.58386 -0.46008
H 1.43350 5.59748 0.05160
H 3.81522 6.53977 -1.64236
H 3.50050 6.92145 0.04655
H 2.41779 7.53423 -1.21440
C 0.23893 -5.75155 2.77946
C 0.46020 -4.25252 2.88440
O -0.73694 -3.49632 2.95054
C -1.58109 -3.76139 4.05653
C -0.93824 -3.48309 5.40437
H -0.42550 -5.98095 1.94527
H 1.19264 -6.25346 2.61234
H -0.19791 -6.16829 3.68807
H 0.96699 -3.88966 1.98976
H 1.10998 -4.02145 3.73631
H -1.95751 -4.79023 4.01847
H -2.43867 -3.10253 3.91338
H -0.12204 -4.17329 5.62136
H -1.68041 -3.59105 6.19638
H -0.54296 -2.46671 5.43489
*
```

Here are the Löwdin charges for atoms 1 to 6, given in e: C -0.11; C -0.25; C -0.21; C -0.21; C -0.16; C -0.37


# 2
Entry from OMol25: C4H9NO2 in the gas phase (ωB97M-V/def2-TZVPD).

* SMILES string: CCCOC(N)=O
* LUMO: 0.9 eV
* HOMO-LUMO gap: 11.3 eV

Geometry as ORCA input:
```
! RIJCOSX wB97M-V def2-TZVPD def2/J DEFGRID3
* xyz 0 1
C -2.57557 -0.00168 -0.14160
C -1.12940 0.45748 -0.30404
C -0.20850 -0.19964 0.71073
O 1.11366 0.33608 0.58709
C 2.02952 -0.44403 -0.02562
N 3.20656 0.23596 -0.14729
O 1.84973 -1.58671 -0.38720
H -2.95477 0.22579 0.86131
H -3.22847 0.49686 -0.86419
H -2.67009 -1.08209 -0.29662
H -0.76890 0.21746 -1.31160
H -1.05938 1.54592 -0.18743
H -0.52706 0.02321 1.73410
H -0.16626 -1.28308 0.57507
H 3.89187 -0.17936 -0.75591
H 3.19707 1.23784 -0.04681
*
```

Here are the Löwdin charges for atoms 1 to 6, given in e: C -0.11; C -0.23; C -0.19; O -0.01; C -0.62; N 0.17


# 3
Entry from OMol25: C22H21N3O5S in the gas phase (ωB97M-V/def2-TZVPD).

* SMILES string: CCOC(=O)c1ccc(NC(=O)[C@H](C)Sc2nc(O)c(-c3ccccc3)c(=O)[nH]2)cc1
* LUMO: 0.2 eV
* HOMO-LUMO gap: 8.3 eV

Geometry as ORCA input:
```
! RIJCOSX wB97M-V def2-TZVPD def2/J DEFGRID3
* xyz 0 1
C 2.58750 -5.00698 3.06092
C 1.27331 -5.17872 2.32316
O 0.65759 -3.89709 2.19701
C -0.52378 -3.86833 1.57185
O -1.06515 -4.85374 1.12927
C -1.08904 -2.50106 1.48580
C -0.45242 -1.39659 2.04525
C -1.01109 -0.13831 1.94748
C -2.21720 0.03501 1.27144
N -2.81087 1.28506 1.07817
C -2.30084 2.50704 1.39231
O -1.36854 2.69758 2.13572
C -3.04974 3.69038 0.76358
C -4.05323 3.40139 -0.33969
S -1.75990 4.85096 0.16162
C -0.66908 3.73619 -0.62190
N -1.02234 2.50290 -0.80053
C -0.10681 1.65037 -1.33177
O -0.53766 0.39003 -1.48493
C 1.15683 2.02660 -1.72054
C 2.13546 1.06341 -2.24657
C 2.94793 1.40314 -3.32553
C 3.87485 0.50046 -3.81243
C 4.00707 -0.74852 -3.22977
C 3.20705 -1.09031 -2.15208
C 2.27756 -0.19333 -1.66158
C 1.53219 3.41531 -1.59075
O 2.57425 3.94617 -1.90300
N 0.52365 4.21568 -1.00449
C -2.85798 -1.07288 0.71025
C -2.30159 -2.32786 0.82190
H 3.24246 -4.33840 2.50876
H 3.07383 -5.97191 3.16941
H 2.41132 -4.58484 4.04669
H 0.59315 -5.84541 2.86569
H 1.42755 -5.59643 1.32165
H 0.48575 -1.52945 2.55980
H -0.51711 0.71407 2.38217
H -3.63706 1.26552 0.49800
H -3.52318 4.24992 1.57661
H -3.58379 2.84171 -1.14623
H -4.91666 2.85915 0.04419
H -4.41375 4.34347 -0.74791
H -1.43899 0.31975 -1.14142
H 2.85156 2.37610 -3.78007
H 4.49761 0.77398 -4.65165
H 4.73282 -1.45187 -3.61140
H 3.31029 -2.06053 -1.68796
H 1.66576 -0.46236 -0.81399
H 0.76382 5.18765 -0.84522
H -3.79619 -0.94230 0.18768
H -2.78720 -3.19175 0.39501
*
```

Here are the Löwdin charges for atoms 1 to 6, given in e: C -0.06; C -0.22; O -0.01; C -0.45; O 0.11; C -0.12


# 4
Entry from OMol25: 2 unconnected molecules or ions with the total composition C4H11NO (ωB97M-V/def2-TZVPD).

* LUMO (alpha / beta): -4.8 / -8.0 eV
* HOMO-LUMO gap (alpha / beta): 8.8 / 5.6 eV

Geometry as ORCA input:
```
! RIJCOSX wB97M-V def2-TZVPD def2/J DEFGRID3
* xyz 1 2
C 1.69250 -2.66156 0.79208
C 0.45244 -1.79059 0.93104
C 0.21908 -0.64221 0.04026
C -0.28132 -0.79993 -1.19957
N -0.40689 -0.03989 -2.36008
H 2.42443 -2.60955 1.63396
H 2.39263 -2.18926 -0.12856
H 1.69434 -3.73146 0.63861
H -0.45301 -2.44367 0.73177
H 0.19967 -1.49616 1.99143
H 0.44763 0.29325 0.53870
H -1.09953 -1.51991 -1.25348
H -1.00680 -0.46811 -3.09581
H -0.87342 0.89733 -2.15245
H -2.19371 7.03899 0.83773
H -1.64335 5.82744 1.43286
O -1.56469 6.33528 0.62150
*
```

Here are the Löwdin charges for atoms 1 to 6, given in e: C -0.08; C -0.24; C 0.03; C -0.06; N 0.15; H 0.09


# 5
Entry from OMol25: a molecular structure, C29H48BrCdNOP2 (ωB97M-V/def2-TZVPD).

* LUMO: -7.5 eV
* HOMO-LUMO gap: 4.4 eV

Geometry as ORCA input:
```
! RIJCOSX wB97M-V def2-TZVPD def2/J DEFGRID3
* xyz 2 1
N -6.92826 5.14000 -6.07633
C -6.53126 5.62946 -4.89785
C -5.58609 4.96646 -4.08897
C -4.94734 3.77221 -4.51420
C -5.28627 3.38070 -5.84369
C -6.34560 4.01938 -6.53175
C -4.07875 3.00099 -3.59994
Cd -0.43757 -0.10918 -1.00723
P 4.73332 -0.65524 -1.00458
C -2.93710 2.32129 -3.95325
C -1.87468 1.94746 -3.02250
C -0.60311 1.43770 -3.42220
C 0.59735 1.93973 -2.80916
C 0.53984 2.88968 -1.73883
C -0.70074 2.80724 -1.02431
C -1.88843 2.36687 -1.67166
Br 1.73630 4.36215 -1.50349
H -4.44497 2.92608 -2.57014
H -2.66355 2.21730 -5.01045
H -5.34728 5.39573 -3.12461
H -4.80875 2.55214 -6.36239
H -6.96130 6.59392 -4.58199
H -6.74473 3.65111 -7.48828
H -0.54352 0.86839 -4.36536
H -2.86636 2.59294 -1.22225
H 1.53270 1.66297 -3.31375
H -0.77854 3.26622 -0.02084
P -0.51952 -2.46610 -1.37069
C 4.64703 1.16229 -1.02494
C 5.98018 1.84128 -1.35276
H 4.31183 1.43420 -0.01052
H 3.83378 1.46232 -1.70446
H 5.92091 2.91586 -1.14124
H 6.78260 1.41100 -0.73915
H 6.22541 1.71960 -2.41240
C 4.11518 -1.37066 -2.57280
C 5.20019 -2.28015 -3.19053
H 3.86141 -0.54350 -3.26078
H 3.19021 -1.93807 -2.37244
H 4.99725 -2.46622 -4.25273
H 6.19519 -1.80956 -3.11667
H 5.23485 -3.25537 -2.68215
C 3.65802 -1.18326 0.33790
C 4.59781 -1.84131 1.35076
H 2.87708 -1.85985 -0.03398
H 3.15848 -0.30895 0.75779
H 4.11926 -2.67926 1.85670
H 5.50384 -2.23394 0.85956
H 4.90650 -1.12298 2.11858
C -0.58118 -3.71800 -0.04514
C -1.70499 -4.75955 -0.05620
H -0.56186 -3.18067 0.91861
H 0.38746 -4.23282 -0.15473
H -2.65770 -4.38381 0.33277
H -1.89127 -5.17687 -1.05149
H -1.41072 -5.59517 0.58904
C 0.49233 -3.11971 -2.72511
C 0.14656 -2.71413 -4.14279
H 0.43235 -4.20441 -2.57865
H 1.52037 -2.82694 -2.47939
H -0.89913 -2.91358 -4.37753
H 0.33418 -1.65300 -4.34552
H 0.79174 -3.28673 -4.81250
C -2.29311 -2.16955 -1.81866
C -3.10323 -1.54095 -0.66555
H -2.67766 -3.15040 -2.11278
H -2.27365 -1.49735 -2.69247
H -3.99082 -1.06244 -1.08311
H -3.39261 -2.29138 0.07811
H -2.58581 -0.74242 -0.10213
C -0.77404 1.28176 3.75578
C -1.55465 -0.04905 3.90762
C -1.42919 -0.76313 2.56332
O -0.65579 0.10264 1.65528
C -0.56211 1.42087 2.26086
H -1.32092 2.12389 4.15567
H 0.18906 1.20773 4.27763
H -2.60395 0.16148 4.11152
H -1.15164 -0.66566 4.71142
H -0.90478 -1.73448 2.61801
H -2.41895 -0.90744 2.09904
H -1.35626 2.01532 1.80539
H 0.38405 1.87635 1.98494
*
```

Here are the Löwdin charges for atoms 1 to 6, given in e: N 0.07; C -0.12; C -0.02; C -0.20; C -0.01; C -0.11


# 6
Entry from OMol25: a molecular structure, C6H13BBr2FSn (ωB97M-V/def2-TZVPD).

* LUMO: -7.7 eV
* HOMO-LUMO gap: 4.4 eV

Geometry as ORCA input:
```
! RIJCOSX wB97M-V def2-TZVPD def2/J DEFGRID3
* xyz 1 1
C 2.09760 1.87540 -0.02081
C 2.65251 0.37264 0.34106
C 1.49035 -0.72532 0.70647
Br 0.94034 -0.43364 2.61706
B 0.24305 -0.80382 -0.36292
Br 0.85292 -2.04403 -1.87005
C -1.19474 -1.28553 0.27819
C -2.15832 -0.02282 0.77762
C -3.34890 0.32083 -0.32867
F -1.39511 1.25312 0.95694
H 0.96440 2.05633 0.23506
H 2.32530 2.03648 -1.18176
H 2.70464 2.66552 0.63663
H 3.32887 0.49968 1.31613
H 3.37746 -0.05972 -0.50226
H 2.02555 -1.79175 0.68116
H 0.02477 0.23748 -0.91546
H -1.86092 -1.88062 -0.51337
H -1.04910 -2.05193 1.17982
H -2.61727 -0.34165 1.82862
H -2.76947 0.54672 -1.34347
H -3.85988 1.34007 0.02518
H -4.13702 -0.53891 -0.44165
Sn 1.36298 -1.22452 -4.09952
*
```

Here are the Löwdin charges for atoms 1 to 6, given in e: C -0.14; C -0.31; C -0.68; Br 0.70; B -0.97; Br 0.67


Total energy, record by record: -950.3745, -363.0797, -1789.6930, -288.6035, -4687.5794, -5723.0219 Eh